{
  "formula": "C3H5N3",
  "method": "the ωB97M-V functional and the def2-TZVPD basis",
  "homo_lumo_gap_ev": 9.2907,
  "multiplicity": 1,
  "energy_ev": -7658.5042,
  "symbols": ["C", "N", "N", "C", "C", "N", "H", "H", "H", "H", "H"],
  "positions_angstrom": [[0.69116, -1.53786, 0.06737], [0.10963, -0.19627, 0.09812], [-1.15779, -0.01885, 0.32649], [-1.43115, 1.25029, 0.02906], [-0.32959, 1.95476, -0.51917], [0.63272, 0.98559, -0.51226], [0.44295, -2.03848, 1.00952], [1.77310, -1.43326, -0.01132], [0.32440, -2.15672, -0.76336], [-2.39006, 1.68154, 0.26536], [1.33464, 1.50926, 0.01019]],
  "forces_ev_per_a": [[0.15, 0.14, 0.04], [-0.11, 0.26, 0.08], [0.23, 0.28, -0.02], [-0.39, 0.07, -0.21], [-0.43, -0.22, 0.20], [-0.39, 0.05, 0.41], [0.05, 0.19, -0.22], [-0.09, -0.01, 0.00], [0.01, 0.40, 0.12], [-0.14, -0.28, -0.14], [1.10, -0.88, -0.25]],
  "nbo_charge": [-0.42, -0.04, -0.15, -0.20, -0.06, -0.45, 0.23, 0.22, 0.21, 0.21, 0.43]
}

{
  "formula": "C2H5N3OS",
  "method": "the ωB97M-V functional and the def2-TZVPD basis",
  "homo_lumo_gap_ev": 8.9653,
  "smiles": "[H]/N=C(/NO)NC=S",
  "multiplicity": 1,
  "energy_ev": -19505.0165,
  "symbols": ["C", "C", "H", "H", "H", "H", "H", "N", "N", "N", "O", "S"],
  "positions_angstrom": [[0.76796, -0.42888, -0.04616], [-1.57391, 0.16685, -0.19688], [0.35723, 1.63265, 1.09193], [2.27675, 0.72874, -0.37525], [1.15806, -2.27786, 0.06332], [-1.14935, -1.59705, 0.54389], [-1.28697, 1.09810, -0.75635], [1.21499, 0.80947, -0.40646], [1.63387, -1.32815, -0.03723], [-0.65176, -0.76996, 0.04732], [0.44172, 1.93928, 0.15223], [-3.18860, 0.02680, -0.08035]],
  "forces_ev_per_a": [[-1.93, -1.96, -0.40], [-1.22, 1.82, -2.44], [-0.01, 0.98, -0.80], [-1.72, 1.21, 0.39], [1.08, 1.57, -0.31], [2.11, 1.38, -0.91], [0.41, -1.25, 0.93], [-0.70, 1.18, -0.10], [0.25, -3.04, 0.86], [-0.23, 0.57, 1.21], [2.21, -1.92, 0.91], [-0.26, -0.53, 0.64]],
  "nbo_charge": [0.53, -0.11, 0.46, 0.42, 0.35, 0.44, 0.24, -0.36, -0.69, -0.64, -0.53, -0.11]
}

{
  "formula": "C13H20NO6P",
  "method": "the ωB97M-V functional and the def2-TZVPD basis",
  "homo_lumo_gap_ev": 8.5682,
  "smiles": "Cc1cc(C2CCCCC2)n(OCOP(=O)(O)O)c(=O)c1",
  "multiplicity": 1,
  "energy_ev": -36868.6787,
  "symbols": ["O", "O", "O", "O", "O", "O", "C", "C", "C", "C", "C", "N", "C", "C", "C", "C", "C", "C", "C", "C", "P", "H", "H", "H", "H", "H", "H", "H", "H", "H", "H", "H", "H", "H", "H", "H", "H", "H", "H", "H", "H"],
  "positions_angstrom": [[2.95448, -2.24379, -1.72481], [0.82047, -2.86789, 2.92060], [0.31344, -2.21145, -1.17427], [-1.72026, -2.88030, 2.95827], [-0.15937, -4.92382, 2.28068], [-0.58756, -2.79854, 0.84817], [2.50117, -1.14181, -1.23708], [3.33819, 0.01110, -1.11927], [1.52044, 1.17092, 0.04579], [2.90001, 1.19272, -0.56030], [0.67521, 0.15589, -0.39727], [1.13755, -1.06604, -0.90197], [0.31088, -3.28212, -0.20936], [3.78753, 2.38412, -0.36182], [-2.97411, 2.62089, -0.28371], [-2.77359, 1.51876, 0.80778], [-2.61241, 1.90675, -1.56708], [-1.35507, 1.03038, 0.78603], [-1.16025, 1.31302, -1.59783], [-0.80149, 0.40074, -0.47433], [-0.41580, -3.38065, 2.28816], [-1.45305, -1.85536, 2.94146], [0.74117, -5.08359, 2.62462], [4.31583, -0.19083, -1.62875], [1.08269, 2.06420, 0.48478], [1.35777, -3.41764, 0.08410], [-0.04211, -4.25852, -0.65878], [3.52578, 2.75691, 0.57574], [3.71047, 3.03747, -1.23828], [4.82175, 2.01325, -0.26688], [-2.38223, 3.46356, -0.22930], [-4.01650, 2.90871, -0.29928], [-3.54046, 0.68032, 0.76687], [-2.87501, 2.14323, 1.71901], [-3.39236, 1.13961, -1.73722], [-2.65564, 2.64983, -2.40992], [-1.19399, 0.48303, 1.71025], [-0.87459, 1.93503, 1.03194], [-0.99608, 0.84229, -2.57759], [-0.51005, 2.24172, -1.49536], [-1.32286, -0.46207, -0.72381]],
  "forces_ev_per_a": [[-1.37, 2.95, 1.65], [-0.33, 0.72, 0.08], [-0.10, 0.76, -0.41], [-0.36, 2.73, 0.24], [-1.39, -1.58, -0.67], [0.23, -1.49, -2.13], [0.87, -4.72, -2.14], [0.01, 0.98, -0.34], [1.21, -1.17, -2.76], [-1.10, -1.97, 1.36], [-0.50, -0.13, 0.73], [1.06, 0.48, 0.70], [0.56, 1.53, -0.16], [0.74, -1.76, -1.46], [-1.17, -3.87, -0.56], [-1.17, 1.42, 0.18], [-0.05, 0.15, -1.55], [-0.30, -0.46, 1.25], [-0.05, 2.79, -0.94], [-0.24, 0.85, 1.25], [4.63, 1.03, 1.36], [-1.34, -2.75, 0.50], [-0.59, 0.34, -0.02], [-0.89, 0.63, 0.82], [0.16, -0.19, -0.29], [-0.33, 0.07, 0.67], [-0.09, 1.62, 0.12], [-0.41, 1.51, 1.25], [-0.01, 0.31, 0.58], [-0.29, 0.32, -0.27], [1.45, 1.82, 0.94], [-0.25, 0.25, -0.07], [0.70, 1.24, -0.07], [-0.27, -1.11, 0.19], [0.48, 0.13, -0.20], [-0.07, -0.86, 0.45], [0.22, -0.83, -0.08], [1.39, 1.18, -0.15], [0.16, 0.23, 0.24], [-0.42, -1.05, -0.48], [-0.78, -2.12, 0.18]],
  "nbo_charge": [-0.66, -1.16, -0.34, -0.96, -1.00, -0.83, 0.58, -0.34, -0.33, 0.10, 0.29, -0.13, 0.21, -0.65, -0.40, -0.39, -0.39, -0.38, -0.38, -0.30, 2.54, 0.53, 0.54, 0.25, 0.23, 0.21, 0.21, 0.22, 0.24, 0.23, 0.20, 0.21, 0.20, 0.21, 0.20, 0.21, 0.20, 0.20, 0.22, 0.19, 0.23]
}

{
  "formula": "C10H33FN13O8S",
  "method": "the ωB97M-V functional and the def2-TZVPD basis",
  "homo_lumo_gap_ev": 8.7906,
  "multiplicity": 1,
  "total_charge": 1,
  "energy_ev": -60209.3315,
  "symbols": ["O", "S", "O", "F", "N", "C", "C", "C", "C", "H", "H", "H", "H", "H", "H", "H", "H", "H", "C", "O", "N", "N", "H", "H", "H", "H", "C", "O", "N", "N", "H", "H", "H", "H", "C", "O", "N", "N", "H", "H", "H", "H", "C", "O", "N", "N", "H", "H", "H", "H", "C", "O", "N", "N", "H", "H", "H", "H", "C", "O", "N", "N", "H", "H", "H", "H"],
  "positions_angstrom": [[-1.13227, -0.24495, 2.11369], [-0.39304, 0.42949, 1.12738], [0.59499, -0.18934, 0.33254], [0.14929, 1.73033, 1.73638], [-1.53043, 1.05638, -0.03650], [-2.33716, 2.29138, 0.31812], [-3.64831, 1.72223, 0.91297], [-3.68929, 0.22136, 0.56446], [-2.53991, -0.02958, -0.40192], [-0.92039, 1.29924, -0.82193], [-2.50033, 2.84564, -0.59982], [-1.85928, 2.93246, 1.04796], [-3.59020, 1.78561, 1.99655], [-4.48814, 2.30153, 0.54694], [-4.59125, -0.09837, 0.04705], [-3.57768, -0.38866, 1.45491], [-2.81814, 0.15824, -1.43703], [-2.03109, -0.99375, -0.33604], [-0.74948, -3.94218, -0.49645], [-1.73715, -3.23691, -0.71015], [0.50384, -3.42103, -0.35251], [-0.82511, -5.29108, -0.39946], [1.31970, -3.98941, -0.20062], [0.59178, -2.42756, -0.42144], [-1.72461, -5.72027, -0.50310], [-0.01416, -5.86597, -0.24704], [-3.13623, 6.13536, 0.64173], [-2.84352, 4.93991, 0.65161], [-2.26940, 7.09144, 1.06910], [-4.34551, 6.57525, 0.20588], [-2.48746, 8.06979, 1.07444], [-1.37332, 6.79250, 1.40237], [-5.00660, 5.88955, -0.10501], [-4.60766, 7.54264, 0.19235], [3.70455, 1.59565, -1.75075], [4.56186, 1.61725, -2.62203], [3.31601, 0.44483, -1.15348], [3.10465, 2.75177, -1.30793], [2.59397, 0.38299, -0.46300], [3.85019, -0.38064, -1.38816], [3.39489, 3.61193, -1.73303], [2.43202, 2.77392, -0.56743], [2.58478, -5.86909, -2.66326], [2.47878, -6.16222, -1.47976], [2.21569, -6.72768, -3.65696], [3.08869, -4.66859, -3.07686], [2.30082, -6.51478, -4.63211], [1.85257, -7.62027, -3.38168], [3.39416, -4.02632, -2.37076], [3.19225, -4.41610, -4.04080], [-4.53813, 0.87015, 4.72443], [-4.73227, 1.66921, 3.81635], [-5.56255, 0.21994, 5.34280], [-3.28632, 0.57164, 5.18522], [-5.43261, -0.43425, 6.09062], [-6.49268, 0.42412, 5.02952], [-2.51078, 1.04430, 4.76425], [-3.11269, -0.07807, 5.92824], [6.67746, -0.99681, -1.72041], [5.54036, -1.31325, -1.37411], [7.69491, -1.91165, -1.72364], [7.00109, 0.25593, -2.13026], [8.63212, -1.69171, -1.99991], [7.47718, -2.84422, -1.42963], [6.26589, 0.95021, -2.13926], [7.92067, 0.50052, -2.44360]],
  "forces_ev_per_a": [[0.11, 0.27, 0.16], [-0.73, -1.21, 0.35], [0.30, 0.41, 0.10], [0.07, 0.15, -0.38], [0.79, 0.99, -0.37], [-1.24, -0.25, 0.74], [0.70, -0.20, 0.07], [-0.03, -0.17, -0.57], [0.14, -0.22, 0.20], [-0.12, -0.21, -0.20], [0.21, -0.05, -0.09], [0.45, -0.02, -0.27], [-0.38, 0.35, -0.05], [-0.10, -0.05, 0.09], [-0.17, 0.11, 0.18], [-0.04, -0.01, 0.04], [0.12, 0.11, -0.02], [-0.24, -0.22, -0.10], [0.08, -0.03, -0.14], [0.17, 0.25, 0.16], [-0.14, -0.03, 0.09], [0.01, -0.07, 0.09], [-0.01, -0.06, -0.10], [0.12, 0.05, -0.03], [-0.03, 0.01, -0.02], [0.03, 0.00, -0.12], [-0.03, -0.07, 0.06], [0.01, 0.14, -0.06], [-0.03, -0.01, -0.05], [0.06, 0.01, -0.02], [-0.02, 0.01, 0.01], [0.02, -0.01, 0.02], [-0.02, -0.02, 0.01], [0.00, 0.01, 0.01], [-0.04, 0.00, 0.34], [0.01, 0.33, -0.08], [-0.34, -0.01, -0.18], [-0.11, -0.12, -0.20], [0.07, 0.14, 0.05], [0.34, -0.06, 0.10], [0.02, 0.02, -0.02], [0.08, -0.01, 0.09], [0.11, 0.02, -0.11], [-0.21, 0.18, 0.15], [-0.03, 0.05, 0.05], [-0.13, -0.09, 0.06], [0.02, 0.01, -0.01], [0.01, -0.03, 0.01], [0.10, 0.04, 0.01], [0.02, -0.01, -0.01], [-0.13, 0.04, 0.07], [0.18, -0.13, 0.06], [0.05, -0.02, -0.04], [-0.06, -0.04, -0.07], [0.01, 0.01, 0.02], [-0.02, 0.02, 0.00], [0.02, 0.05, 0.01], [-0.01, 0.00, 0.02], [0.26, 0.12, -0.25], [-0.06, -0.19, 0.03], [-0.16, 0.06, 0.02], [0.02, -0.19, 0.32], [0.01, 0.03, 0.01], [0.00, -0.03, 0.01], [-0.10, -0.08, -0.28], [0.03, -0.04, 0.02]],
  "nbo_charge": [-0.84, 2.54, -0.88, -0.43, -0.60, -0.23, -0.44, -0.43, -0.23, 0.46, 0.25, 0.27, 0.28, 0.25, 0.25, 0.24, 0.23, 0.29, 0.78, -0.72, -0.85, -0.83, 0.41, 0.40, 0.41, 0.41, 0.79, -0.73, -0.83, -0.83, 0.40, 0.41, 0.41, 0.40, 0.78, -0.69, -0.85, -0.85, 0.38, 0.45, 0.41, 0.37, 0.78, -0.70, -0.84, -0.84, 0.39, 0.41, 0.41, 0.39, 0.78, -0.69, -0.84, -0.84, 0.39, 0.41, 0.40, 0.40, 0.79, -0.73, -0.84, -0.84, 0.39, 0.41, 0.44, 0.39]
}

{
  "formula": "C26H31NO2ReSbSe4Te",
  "method": "the ωB97M-V functional and the def2-TZVPD basis",
  "homo_lumo_gap_ev": [5.6836, 5.6797],
  "multiplicity": 1,
  "energy_ev": -310393.9952,
  "symbols": ["Re", "Se", "Sb", "Se", "Se", "Se", "C", "O", "H", "H", "H", "H", "C", "C", "C", "C", "C", "C", "Te", "N", "C", "O", "C", "C", "C", "C", "C", "C", "C", "C", "C", "C", "C", "C", "C", "C", "C", "C", "C", "C", "H", "H", "H", "H", "H", "H", "H", "H", "H", "H", "H", "H", "H", "H", "H", "H", "H", "H", "H", "H", "H", "H", "H", "H", "H", "H", "H"],
  "positions_angstrom": [[-2.38056, -0.63031, -1.67455], [-4.37035, -4.61025, 0.81246], [-5.23592, -2.62825, -0.15944], [-3.44924, -0.74872, 0.41792], [-4.00453, -2.13100, -2.47238], [-7.50483, -1.97999, -0.09694], [-6.33514, 1.16724, -2.18885], [-4.94564, 1.44095, -2.33314], [-6.95093, 1.88053, -2.74347], [-6.64239, 1.15489, -1.14138], [-6.50762, 0.17175, -2.59084], [-4.78513, 2.36799, -2.13221], [4.61652, 3.82903, 1.75830], [3.42733, 3.06377, 1.25147], [3.51187, 1.70957, 0.96500], [2.41616, 0.97016, 0.52153], [2.64215, -0.48373, 0.20889], [1.19327, 1.62215, 0.36587], [-0.74129, 0.64330, 0.33854], [-1.10956, 1.02537, -1.78926], [-0.62889, 0.29012, -2.82342], [-1.55253, -0.28275, -3.52801], [0.79071, 0.15818, -3.18025], [1.21872, -0.91967, -3.95498], [2.55125, -1.01685, -4.31366], [3.44961, -0.02864, -3.92636], [3.01868, 1.05913, -3.17926], [1.68921, 1.15373, -2.80219], [-0.19265, -1.10370, 1.41689], [-0.16541, -2.40545, 0.89353], [0.09892, -2.78824, -0.53695], [-0.35944, -3.45697, 1.77828], [-0.55309, -3.26674, 3.14031], [-0.87005, -4.43187, 4.03109], [-0.46846, -1.97633, 3.63830], [-0.30423, -0.88005, 2.79692], [-0.31039, 0.49627, 3.41982], [1.08749, 3.00745, 0.60580], [-0.18925, 3.78951, 0.38415], [2.20730, 3.70039, 1.04400], [5.50370, 3.19912, 1.80157], [4.42847, 4.21673, 2.76098], [4.83678, 4.68377, 1.11698], [4.46419, 1.20242, 1.08256], [3.53531, -0.59097, -0.40836], [1.81018, -0.91669, -0.34078], [2.78918, -1.06384, 1.12212], [0.50124, -1.67228, -4.25464], [2.89214, -1.85786, -4.90263], [4.48943, -0.10482, -4.21782], [3.71593, 1.83573, -2.89264], [1.33492, 1.99975, -2.23052], [0.09921, -1.94834, -1.22424], [-0.65298, -3.49634, -0.88482], [1.08040, -3.26775, -0.59848], [-0.38506, -4.46523, 1.37859], [-0.09920, -5.20154, 3.96913], [-1.81387, -4.88381, 3.72093], [-0.96606, -4.12335, 5.07130], [-0.57092, -1.80632, 4.70475], [0.06540, 0.43557, 4.44103], [-1.32241, 0.90715, 3.46700], [0.32777, 1.20675, 2.89129], [-0.75453, 3.42420, -0.47347], [0.04801, 4.83633, 0.19794], [-0.84482, 3.75209, 1.25784], [2.12588, 4.76760, 1.22279]],
  "forces_ev_per_a": [[-0.05, 0.66, 0.59], [0.08, 0.07, -0.07], [0.15, -0.03, -0.06], [-0.40, -0.09, -0.05], [0.15, -0.10, -0.02], [0.11, 0.07, -0.05], [-0.01, -0.03, 0.01], [0.08, 0.15, -0.08], [0.01, -0.01, -0.01], [0.00, 0.03, 0.03], [0.00, -0.02, -0.01], [-0.06, -0.07, 0.03], [0.02, 0.03, 0.00], [-0.03, -0.12, -0.03], [0.04, 0.09, -0.02], [0.04, -0.09, 0.00], [-0.07, 0.01, -0.07], [-0.34, -0.07, 0.22], [0.47, 0.27, -0.39], [-0.20, -0.55, 0.21], [0.14, 0.47, -0.16], [-0.18, -0.32, -0.17], [0.08, 0.03, -0.11], [-0.04, -0.01, 0.10], [0.01, -0.01, -0.01], [-0.01, 0.00, 0.01], [0.02, -0.01, 0.01], [-0.07, -0.04, 0.01], [-0.17, -0.22, 0.17], [-0.05, 0.04, 0.16], [0.11, 0.04, 0.02], [0.05, -0.03, 0.03], [0.02, 0.03, 0.00], [0.01, -0.03, 0.02], [0.04, 0.00, -0.04], [-0.01, -0.06, -0.01], [0.00, -0.02, 0.02], [-0.01, 0.04, -0.13], [0.03, -0.07, 0.03], [0.01, -0.04, -0.07], [-0.01, 0.00, 0.00], [-0.01, -0.01, 0.00], [-0.01, 0.00, 0.00], [-0.01, 0.00, 0.00], [0.03, 0.01, 0.01], [0.07, 0.02, 0.00], [-0.04, -0.03, -0.02], [0.00, 0.00, -0.02], [-0.01, 0.00, 0.00], [-0.01, 0.00, 0.00], [0.00, -0.01, 0.00], [0.01, 0.01, -0.01], [0.07, 0.06, 0.00], [-0.02, 0.00, -0.02], [-0.03, -0.03, 0.00], [-0.01, 0.00, 0.00], [0.00, 0.01, -0.01], [0.00, -0.01, 0.00], [0.01, 0.00, -0.01], [-0.01, 0.01, -0.01], [-0.03, 0.00, 0.00], [0.00, 0.01, -0.02], [0.03, 0.01, -0.01], [0.00, -0.01, -0.02], [0.00, -0.01, 0.03], [0.00, -0.03, 0.00], [0.00, -0.01, 0.00]],
  "nbo_charge": [0.45, -0.64, 1.02, -0.16, -0.15, -0.60, -0.25, -0.76, 0.16, 0.17, 0.19, 0.46, -0.63, 0.01, -0.18, -0.02, -0.63, -0.34, 1.39, -0.82, 0.50, -0.61, -0.10, -0.17, -0.22, -0.18, -0.21, -0.18, -0.38, 0.00, -0.64, -0.20, 0.03, -0.63, -0.25, 0.07, -0.67, -0.01, -0.65, -0.23, 0.22, 0.23, 0.22, 0.20, 0.23, 0.21, 0.23, 0.24, 0.22, 0.22, 0.22, 0.23, 0.20, 0.25, 0.23, 0.22, 0.22, 0.24, 0.21, 0.21, 0.24, 0.23, 0.22, 0.23, 0.23, 0.23, 0.21]
}